{"formula": "C3H5BrClFO", "method": "ωB97M-V with the def2-TZVPD basis set", "symbols": ["C", "C", "C", "O", "F", "Cl", "Br", "H", "H", "H", "H", "H"], "positions_angstrom": [[-0.197, 1.425, -0.157], [0.409, 0.128, -0.622], [-0.371, -1.048, -0.060], [-0.071, -1.146, 1.742], [0.093, -2.235, -0.384], [-2.043, -0.817, -0.155], [2.322, 0.154, -0.082], [-0.690, 1.328, 0.915], [-0.880, 1.869, -0.915], [0.648, 2.177, -0.258], [0.401, 0.084, -1.689], [0.379, -1.921, 1.664]], "nbo_charge": [-0.663, -0.312, 0.540, -0.773, -0.306, 0.080, 0.017, 0.259, 0.228, 0.241, 0.243, 0.445], "e_above_lowest_kj_mol": 138.4, "energy_ev": -90519.99001, "lumo_ev": 0.45, "homo_ev": -10.41}